(1)
Here is a molecular structure, C33H37MoN14O from the OMol25 dataset. Energies are from ωB97M-V with the def2-TZVPD basis set.

## Properties
HOMO level (spin up / spin down) = -16.1742 / -16.1745 eV
charge = +3
LUMO level (spin up / spin down) = -10.498 / -9.972 eV
relative energy (zero: lowest compared OMol25 entry of this formula, charge and spin) = 0.0 kJ/mol
frontier orbital gap (spin up / spin down) = 5.68 / 6.20 eV
⟨S²⟩ = 2.240
multiplicity = 3

Structure (XYZ):
```
86
Properties=species:S:1:pos:R:3:lowdin_spin:R:1
Mo 0.88 0.37 -0.55 2.130
C -3.78 -0.55 -3.58 0.001
N -2.42 -0.09 -3.17 0.010
C -1.91 0.13 -1.97 0.014
N -0.60 0.42 -2.09 0.025
C -0.39 0.38 -3.45 0.012
N -1.46 0.08 -4.11 0.003
C -4.65 -0.79 -2.38 0.000
C -5.83 -0.08 -2.19 0.000
C -6.56 -0.24 -1.02 0.000
C -6.07 -1.01 0.01 0.000
C -4.88 -1.72 -0.17 0.000
C -4.22 -1.66 -1.39 0.000
C -4.13 -2.31 0.94 0.000
N -3.20 -3.20 0.90 0.000
N -2.54 -3.11 2.12 0.000
C -3.11 -2.18 2.80 0.000
O -4.14 -1.64 2.13 0.000
C -2.59 -1.45 3.97 0.000
C -2.17 -2.05 5.15 0.000
C -1.53 -1.27 6.10 0.000
C -1.26 0.07 5.86 0.000
C -1.66 0.66 4.66 0.000
C -1.29 2.09 4.30 0.001
N -0.95 2.12 2.85 0.010
C 0.01 1.46 2.25 0.016
N -0.20 1.48 0.92 0.023
C -1.36 2.23 0.80 0.014
N -1.83 2.61 1.95 0.004
C -2.37 -0.10 3.75 0.000
H -3.60 -1.45 -4.17 0.000
H -4.18 0.22 -4.23 0.000
H -2.47 0.05 -1.05 0.001
H 0.56 0.58 -3.92 0.000
H -6.19 0.59 -2.96 0.000
H -7.49 0.30 -0.90 0.000
H -6.60 -1.06 0.96 0.000
H -3.32 -2.25 -1.51 0.000
H -2.34 -3.10 5.33 0.000
H -1.22 -1.71 7.04 0.000
H -0.72 0.65 6.60 0.000
H -0.43 2.44 4.86 0.000
H -2.11 2.80 4.42 0.000
H 0.81 0.95 2.76 0.001
H -1.81 2.48 -0.14 0.000
H -2.73 0.34 2.83 0.000
N 0.10 -3.81 1.56 0.002
N 0.90 -2.72 1.53 0.004
N 2.13 -2.76 2.01 0.012
C 2.61 -1.56 1.68 0.009
N 1.68 -0.84 1.06 0.016
N 0.58 -1.61 0.96 0.018
H 0.53 -4.52 2.14 0.000
H -0.90 -3.58 1.81 0.000
H 3.61 -1.23 1.91 0.000
C 2.93 -3.13 -2.49 0.002
C 3.48 -1.77 -2.18 0.001
C 4.85 -1.53 -2.16 -0.041
C 5.39 -0.27 -1.90 0.009
C 6.88 -0.05 -1.91 0.003
C 4.54 0.80 -1.63 -0.043
C 3.17 0.61 -1.69 0.012
C 2.65 -0.67 -1.97 -0.007
N 2.18 1.54 -1.29 -0.246
C 2.32 3.03 -1.43 -0.007
C 3.10 3.35 -2.71 -0.005
C 0.93 3.63 -1.55 0.002
C 3.03 3.55 -0.18 -0.013
H 3.22 -3.44 -3.49 0.001
H 1.84 -3.15 -2.43 0.000
H 3.33 -3.87 -1.79 0.000
H 5.53 -2.35 -2.36 -0.002
H 7.42 -1.00 -1.92 0.000
H 7.19 0.53 -1.04 0.001
H 7.16 0.50 -2.80 0.001
H 4.96 1.76 -1.37 -0.002
H 1.57 -0.83 -2.17 0.004
H 2.77 2.73 -3.55 0.001
H 4.18 3.25 -2.60 0.000
H 2.90 4.39 -2.97 0.000
H 0.42 3.29 -2.45 0.000
H 1.02 4.72 -1.61 0.000
H 0.32 3.42 -0.67 0.002
H 4.00 3.08 -0.03 0.000
H 2.41 3.39 0.71 0.000
H 3.19 4.62 -0.29 -0.001
```

(2)
Here is a molecular structure, C33H37N10O2S2Ti from the OMol25 dataset. Energies are from ωB97M-V with the def2-TZVPD basis set.

## Properties
HOMO level = -14.6592 eV
charge = +3
LUMO level = -9.295 eV
relative energy (zero: lowest compared OMol25 entry of this formula, charge and spin) = 24.0 kJ/mol
frontier orbital gap = 5.36 eV

Structure (XYZ):
```
85
Properties=species:S:1:pos:R:3:lowdin_charge:R:1
Ti 0.36 -0.30 -0.73 1.021
C 2.99 -1.86 -0.93 -0.166
C 3.60 -1.15 0.27 -0.081
C 2.78 -0.41 1.30 -0.255
C 3.32 -0.23 2.57 0.015
C 2.73 0.63 3.48 -0.003
C 1.60 1.34 3.09 -0.010
C 1.11 1.11 1.82 -0.121
N 1.64 0.22 0.96 -0.016
N 2.17 -1.01 -1.86 -0.199
C 3.01 0.09 -2.41 -0.077
C 2.58 1.46 -1.96 -0.224
C 3.33 2.57 -2.28 0.026
C 2.87 3.83 -1.94 0.009
C 1.65 3.93 -1.28 0.002
C 0.96 2.78 -0.98 -0.093
N 1.42 1.56 -1.30 0.005
C 1.70 -1.88 -2.97 -0.094
C 0.49 -2.67 -2.60 -0.264
C 0.26 -3.94 -3.09 0.034
C -0.99 -4.52 -2.86 0.017
C -1.94 -3.82 -2.15 0.009
C -1.61 -2.59 -1.62 -0.130
N -0.41 -2.03 -1.84 -0.104
H 2.38 -2.70 -0.62 0.081
H 3.83 -2.25 -1.51 0.146
H 4.33 -0.41 -0.09 0.135
H 4.21 -1.89 0.79 0.139
H 4.24 -0.75 2.83 0.135
H 3.16 0.77 4.46 0.134
H 1.11 2.05 3.73 0.132
H 0.22 1.63 1.48 0.088
H 2.97 0.06 -3.50 0.146
H 4.06 -0.07 -2.16 0.140
H 4.27 2.45 -2.81 0.140
H 3.44 4.71 -2.18 0.136
H 1.23 4.89 -1.01 0.130
H 0.00 2.82 -0.48 0.111
H 2.51 -2.52 -3.33 0.152
H 1.42 -1.22 -3.80 0.124
H 1.02 -4.46 -3.67 0.138
H -1.21 -5.51 -3.24 0.136
H -2.93 -4.23 -1.97 0.134
H -2.30 -2.04 -0.99 0.096
N -5.58 5.47 1.35 0.167
C -4.87 4.34 1.20 -0.281
C -3.61 4.19 1.83 -0.005
C -2.91 3.02 1.68 -0.060
C -3.42 1.98 0.89 -0.338
C -4.66 2.12 0.27 -0.058
C -5.38 3.28 0.42 0.004
S -2.58 0.50 0.79 0.682
O -1.80 0.32 1.99 -0.329
O -3.41 -0.56 0.31 -0.252
N -1.34 0.64 -0.39 -0.167
C -1.72 0.89 -1.71 -0.471
N -0.70 0.53 -2.50 0.034
C -0.84 0.69 -3.82 -0.051
C -2.01 1.21 -4.33 0.010
C -3.01 1.53 -3.42 -0.032
N -2.87 1.38 -2.10 0.192
H -5.25 6.21 1.95 0.122
H -6.50 5.57 0.96 0.124
H -3.23 4.98 2.45 0.123
H -1.97 2.90 2.21 0.109
H -5.06 1.30 -0.31 0.119
H -6.35 3.37 -0.04 0.127
H -0.02 0.39 -4.46 0.126
H -2.15 1.35 -5.39 0.127
H -3.96 1.94 -3.76 0.138
C 1.75 -4.44 2.49 -0.011
N 1.03 -3.32 3.05 -0.127
C 0.99 -3.11 4.51 -0.062
C 0.10 -1.86 4.66 -0.069
N -0.07 -1.43 3.26 0.069
C 0.41 -2.33 2.42 -0.627
S 0.17 -2.35 0.70 0.899
H 1.45 -5.35 3.00 0.110
H 2.83 -4.31 2.62 0.104
H 1.52 -4.54 1.43 0.063
H 2.00 -2.96 4.88 0.134
H 0.57 -3.99 4.99 0.139
H 0.57 -1.08 5.24 0.122
H -0.87 -2.10 5.10 0.137
H -0.83 -0.82 2.96 0.090
```

(3)
Here is a molecular structure, C33H37N2OSSiTeTl at a distorted geometry from the OMol25 dataset. Energies are from ωB97M-V with the def2-TZVPD basis set.

## Properties
HOMO level = -7.6380 eV
charge = 0
LUMO level = 0.079 eV
relative energy (zero: lowest compared OMol25 entry of this formula, charge and spin) = 52.2 kJ/mol
frontier orbital gap = 7.72 eV

Structure (XYZ):
```
77
Properties=species:S:1:pos:R:3:lowdin_charge:R:1
Tl -18.94 -5.24 -5.28 0.344
C -15.27 -1.22 -3.25 -0.095
C -16.26 -1.87 -2.35 -0.273
N -17.64 -1.67 -2.77 -0.126
C -18.34 -0.47 -2.34 -0.220
C -19.37 -0.85 -1.29 -0.061
C -18.15 -2.19 -3.92 -0.688
S -17.15 -3.41 -4.68 0.660
N -19.25 -1.69 -4.36 0.116
C -20.15 -2.23 -5.20 -0.433
O -20.46 -3.39 -5.48 -0.092
C -21.02 -1.22 -5.83 -0.167
C -20.50 0.06 -6.09 -0.037
C -21.21 0.96 -6.82 -0.100
C -22.48 0.61 -7.37 -0.076
C -23.00 -0.64 -7.07 -0.065
C -22.23 -1.57 -6.34 -0.028
H -14.28 -1.31 -2.76 0.095
H -15.47 -0.13 -3.31 0.090
H -15.23 -1.59 -4.22 0.011
H -16.23 -1.57 -1.35 0.099
H -15.97 -2.92 -2.31 0.099
H -18.77 0.01 -3.16 0.086
H -17.58 0.20 -1.87 0.133
H -20.20 -1.42 -1.64 0.039
H -19.66 -0.01 -0.64 0.086
H -18.78 -1.56 -0.68 0.084
H -19.46 0.24 -5.75 0.124
H -20.81 1.98 -7.09 0.119
H -22.94 1.37 -7.96 0.092
H -23.97 -0.99 -7.45 0.104
H -22.54 -2.63 -6.20 0.128
C -19.24 0.25 -9.47 -0.040
C -19.07 -1.19 -8.90 -0.251
C -17.80 -1.67 -8.64 -0.023
C -17.60 -3.00 -8.30 -0.356
C -16.14 -3.35 -8.33 -0.074
C -18.66 -3.83 -8.29 -0.528
Te -18.48 -5.93 -7.84 0.897
C -19.98 -3.42 -8.59 -0.331
C -21.16 -4.31 -8.67 -0.107
C -20.14 -2.06 -8.88 -0.031
H -18.56 0.35 -10.24 0.033
H -19.12 1.07 -8.72 0.074
H -20.24 0.40 -9.99 0.100
H -17.00 -0.97 -8.73 0.119
H -15.62 -2.73 -7.64 0.057
H -15.76 -3.10 -9.30 0.078
H -16.01 -4.47 -8.17 0.049
H -21.59 -4.45 -7.68 0.069
H -20.99 -5.22 -9.22 0.038
H -21.91 -3.69 -9.24 0.093
H -21.12 -1.63 -9.21 0.126
C -20.67 -11.09 -4.23 -0.091
C -19.89 -10.74 -3.12 -0.071
C -19.67 -9.36 -2.88 -0.122
C -20.21 -8.41 -3.72 -0.381
C -20.99 -8.80 -4.83 -0.100
C -21.20 -10.13 -5.10 -0.089
Si -19.75 -6.68 -3.34 0.585
C -21.21 -5.78 -2.53 -0.331
C -20.86 -4.62 -1.83 -0.136
C -21.80 -3.91 -1.14 -0.080
C -23.14 -4.39 -1.15 -0.078
C -23.50 -5.57 -1.80 -0.073
C -22.47 -6.27 -2.44 -0.107
H -20.90 -12.18 -4.35 0.114
H -19.49 -11.50 -2.47 0.093
H -19.15 -9.08 -1.90 0.116
H -21.38 -8.05 -5.53 0.109
H -21.70 -10.40 -6.02 0.104
H -18.53 -6.81 -2.49 -0.011
H -19.80 -4.26 -1.91 0.110
H -21.58 -2.94 -0.71 0.093
H -23.91 -3.87 -0.61 0.092
H -24.56 -5.95 -1.73 0.120
H -22.75 -7.24 -2.76 0.091
```

(4)
Here is a single C33H37N3O4 molecule at a distorted geometry from the OMol25 dataset. Energies are from ωB97M-V with the def2-TZVPD basis set.

## Properties
HOMO level = -7.9902 eV
charge = 0
LUMO level = 0.411 eV
relative energy (zero: lowest compared OMol25 entry of this formula, charge and spin) = 238.0 kJ/mol
frontier orbital gap = 8.40 eV

Structure (XYZ):
```
77
Properties=species:S:1:pos:R:3:lowdin_charge:R:1
C 6.53 2.34 -4.44 -0.066
O 5.72 3.25 -3.65 -0.096
C 4.55 2.80 -3.11 -0.274
C 3.66 3.75 -2.55 0.016
C 2.51 3.34 -1.90 -0.061
C 2.24 1.98 -1.67 -0.155
C 1.20 1.57 -0.60 -0.226
C 0.70 0.15 -0.78 -0.040
C -0.56 -0.29 -0.55 -0.069
N -1.03 -1.57 -0.77 -0.017
C -2.33 -2.00 -0.24 -0.174
C -2.42 -1.91 1.29 -0.084
C -3.71 -2.44 1.86 -0.234
C -3.67 -3.44 2.84 -0.043
C -4.86 -4.00 3.31 -0.080
C -6.09 -3.52 2.85 -0.090
C -6.13 -2.47 1.92 -0.076
C -4.93 -1.92 1.43 -0.041
C -2.45 -3.44 -0.75 -0.371
O -3.38 -4.22 -0.56 0.075
N -1.31 -3.70 -1.46 -0.039
C -1.12 -5.01 -2.05 -0.016
C -0.35 -2.61 -1.56 -0.468
C -0.18 -2.24 -3.04 0.008
C 0.98 -3.03 -0.92 -0.001
N 1.80 1.86 0.67 0.061
C 2.58 3.02 0.88 -0.457
O 2.54 4.11 0.31 0.086
O 3.46 2.80 1.89 0.045
C 3.21 1.47 2.44 -0.101
C 1.78 1.18 1.99 -0.205
C 0.89 1.89 3.05 -0.095
C -0.32 2.67 2.62 -0.218
C -0.47 4.03 2.96 -0.027
C -1.64 4.71 2.60 -0.077
C -2.65 4.04 1.90 -0.088
C -2.53 2.68 1.62 -0.077
C -1.37 1.99 2.00 -0.058
C 3.01 1.06 -2.38 -0.037
C 4.16 1.44 -3.09 -0.024
H 7.36 2.96 -4.79 0.088
H 6.91 1.51 -3.83 0.089
H 5.97 1.94 -5.30 0.094
H 3.93 4.81 -2.62 0.123
H 1.78 4.09 -1.62 0.117
H 0.32 2.23 -0.74 0.155
H 1.40 -0.53 -1.27 0.050
H -1.32 0.41 -0.15 0.120
H -3.14 -1.40 -0.71 0.160
H -1.57 -2.49 1.69 0.130
H -2.28 -0.86 1.57 0.100
H -2.69 -3.80 3.18 0.112
H -4.81 -4.81 4.04 0.102
H -7.02 -3.96 3.21 0.100
H -7.08 -2.07 1.56 0.102
H -4.94 -1.11 0.70 0.113
H -1.95 -5.65 -1.76 0.095
H -1.08 -4.95 -3.14 0.093
H -0.19 -5.45 -1.69 0.090
H -1.17 -2.24 -3.52 0.099
H 0.28 -1.25 -3.17 0.079
H 0.44 -3.00 -3.53 0.085
H 0.78 -3.46 0.07 0.100
H 1.47 -3.78 -1.56 0.084
H 1.65 -2.19 -0.79 0.061
H 3.38 1.52 3.52 0.131
H 3.96 0.79 2.01 0.131
H 1.58 0.11 1.91 0.148
H 1.53 2.57 3.63 0.112
H 0.57 1.11 3.75 0.130
H 0.32 4.53 3.51 0.118
H -1.75 5.76 2.87 0.105
H -3.56 4.58 1.62 0.101
H -3.34 2.13 1.13 0.102
H -1.28 0.91 1.85 0.081
H 2.78 -0.01 -2.39 0.094
H 4.75 0.69 -3.62 0.099
```

(5)
Here is 5 unconnected molecules or ions with the total composition C33H37N6O4P at a distorted geometry from the OMol25 dataset. Energies are from ωB97M-V with the def2-TZVPD basis set.

## Properties
HOMO level = -8.5766 eV
charge = 0
LUMO level = -1.603 eV
relative energy (zero: lowest compared OMol25 entry of this formula, charge and spin) = 1417.8 kJ/mol
frontier orbital gap = 6.97 eV

Structure (XYZ):
```
81
Properties=species:S:1:pos:R:3:lowdin_charge:R:1
C 5.38 -0.65 -0.65 -0.158
C 4.73 0.85 -0.55 -0.261
C 3.63 1.05 0.66 -0.204
C 2.47 -0.11 0.74 -0.056
C 2.88 -1.52 1.49 -0.009
C 1.76 -2.71 1.58 -0.004
C 0.25 -2.45 0.91 -0.160
P -0.97 -3.93 1.05 0.707
O -0.99 -4.54 2.54 -0.409
O -2.62 -3.55 0.64 -0.252
O -0.46 -5.22 -0.07 -0.246
C -0.14 -0.99 0.20 -0.120
N -1.54 -0.85 -0.32 0.086
C -1.79 0.50 -0.93 -0.123
C -3.31 0.83 -1.51 -0.146
O -3.94 1.81 -0.57 -0.253
C -3.94 1.26 0.81 -0.142
C -0.63 1.64 -1.05 -0.006
N 0.78 1.55 -0.56 0.055
C 0.97 0.20 0.09 -0.100
H 4.54 -1.36 -1.12 0.084
H 6.39 -0.70 -1.25 0.080
H 5.56 -1.06 0.46 0.060
H 4.32 1.19 -1.60 0.109
H 5.63 1.59 -0.30 0.114
H 4.19 1.14 1.71 0.127
H 3.14 2.13 0.49 0.107
H 3.95 -1.71 1.97 0.072
H 2.00 -3.75 2.10 0.115
H -3.03 -4.32 0.11 0.102
H -0.24 -4.72 -0.93 0.082
H -3.23 1.26 -2.60 0.126
H -3.92 -0.18 -1.54 0.136
H -2.95 1.49 1.41 0.104
H -4.83 1.83 1.38 0.104
H -4.15 0.11 0.87 0.092
H -0.94 2.66 -1.59 0.120
C 0.85 5.11 -1.69 -0.089
C 0.78 6.21 -0.84 -0.075
C 0.57 7.45 -1.40 -0.153
N 0.43 7.67 -2.73 0.051
C 0.51 6.58 -3.53 -0.154
C 0.72 5.29 -3.06 -0.080
H 1.02 4.11 -1.28 0.072
H 0.88 6.09 0.23 0.102
H 0.50 8.34 -0.78 0.100
H 0.40 6.78 -4.59 0.101
H 0.77 4.46 -3.75 0.101
C 6.25 -5.68 3.46 -0.074
C 6.18 -4.58 4.31 -0.072
C 5.97 -3.33 3.75 -0.145
N 5.83 -3.12 2.42 0.037
C 5.91 -4.21 1.62 -0.146
C 6.12 -5.50 2.09 -0.071
H 6.42 -6.68 3.87 0.107
H 6.28 -4.69 5.38 0.103
H 5.90 -2.44 4.37 0.105
H 5.80 -4.01 0.56 0.104
H 6.17 -6.33 1.40 0.104
C -4.48 -0.57 6.37 -0.080
C -3.92 -1.07 5.20 -0.067
C -4.24 -0.45 4.01 -0.144
N -5.06 0.62 3.91 0.055
C -5.59 1.08 5.07 -0.151
C -5.33 0.53 6.31 -0.080
H -4.25 -1.03 7.33 0.105
H -3.26 -1.93 5.22 0.106
H -3.83 -0.80 3.06 0.092
H -6.24 1.94 4.96 0.101
H -5.77 0.95 7.20 0.100
C -4.76 -0.16 -6.37 -0.081
C -4.45 1.03 -5.71 -0.087
C -3.25 1.65 -6.01 -0.160
N -2.36 1.17 -6.90 0.052
C -2.69 0.02 -7.53 -0.152
C -3.87 -0.67 -7.30 -0.079
H -5.70 -0.67 -6.17 0.105
H -5.13 1.45 -4.98 0.101
H -2.96 2.57 -5.52 0.100
H -1.95 -0.35 -8.24 0.101
H -4.08 -1.59 -7.84 0.101
```

(6)
Here is a molecular structure, C33H38AsBrF6N6O2ReSe at a distorted geometry from the OMol25 dataset. Energies are from ωB97M-V with the def2-TZVPD basis set.

## Properties
HOMO level (spin up / spin down) = -16.0834 / -16.0844 eV
charge = +3
LUMO level (spin up / spin down) = -11.156 / -10.339 eV
relative energy (zero: lowest compared OMol25 entry of this formula, charge and spin) = 17.9 kJ/mol
frontier orbital gap (spin up / spin down) = 4.93 / 5.75 eV
⟨S²⟩ = 2.226
multiplicity = 3

Structure (XYZ):
```
89
Properties=species:S:1:pos:R:3:lowdin_spin:R:1
Re 0.36 0.33 -0.20 2.127
C 4.00 -1.87 1.01 -0.001
C 5.04 -1.14 0.44 0.022
C 4.73 0.01 -0.27 0.000
C 3.41 0.40 -0.42 0.013
N 2.40 -0.34 0.11 0.002
C 2.71 -1.44 0.83 0.017
C 2.96 1.60 -1.11 0.005
C 3.78 2.52 -1.76 -0.001
C 3.22 3.64 -2.35 0.015
C 1.85 3.87 -2.27 -0.002
C 1.02 2.97 -1.61 0.018
C 1.58 1.83 -1.05 -0.038
H 4.20 -2.76 1.59 0.000
H 6.06 -1.45 0.57 0.001
H 5.51 0.62 -0.70 0.000
H 1.89 -1.99 1.27 0.000
H 4.85 2.36 -1.82 0.000
H 3.85 4.35 -2.86 0.001
H 1.42 4.75 -2.73 0.000
H -0.04 3.17 -1.55 0.000
F -1.66 0.86 -0.26 0.062
As -2.87 2.39 -0.92 0.001
F -1.66 3.40 -0.23 0.000
F -1.87 2.22 -2.32 0.001
F -3.85 3.62 -1.46 0.000
F -3.83 1.08 -1.47 0.000
F -3.55 2.22 0.65 0.000
Br -2.78 -1.06 -4.79 0.000
C -1.04 -0.92 -4.11 -0.001
C 0.08 -1.22 -4.88 0.005
C 1.33 -1.15 -4.27 0.000
C 1.43 -0.77 -2.95 0.005
N 0.35 -0.45 -2.22 0.003
C -0.87 -0.51 -2.80 0.009
H -0.03 -1.50 -5.92 0.000
H 2.22 -1.38 -4.83 0.000
H 2.39 -0.72 -2.47 0.000
H -1.74 -0.25 -2.21 0.000
C -3.65 -0.58 2.25 -0.001
N -2.81 0.32 3.02 -0.017
C -1.48 0.31 3.09 0.011
Se -0.32 -0.78 2.12 -0.211
N -1.09 1.19 4.03 -0.010
C -2.20 1.81 4.57 -0.021
C -2.34 2.78 5.57 0.000
C -3.63 3.18 5.84 -0.018
C -4.74 2.65 5.16 -0.014
C -4.60 1.68 4.19 -0.002
C -3.30 1.26 3.91 -0.018
H -3.02 -1.29 1.73 0.000
H -4.25 -0.02 1.54 -0.001
H -4.31 -1.12 2.93 -0.001
H -0.14 1.30 4.36 0.000
H -1.49 3.18 6.10 0.000
H -3.80 3.92 6.61 -0.001
H -5.73 3.00 5.40 0.000
H -5.46 1.28 3.66 0.000
C -3.65 -2.08 -1.11 0.000
N -2.68 -3.14 -1.23 0.001
C -3.18 -4.45 -1.66 0.000
C -2.16 -5.11 -2.57 0.000
C -0.86 -5.22 -1.80 0.000
N -0.50 -3.94 -1.19 0.001
C 0.90 -3.80 -0.84 0.000
C -1.38 -2.94 -0.93 0.003
O -1.01 -1.84 -0.41 0.027
H -4.00 -1.76 -2.09 0.000
H -3.20 -1.23 -0.61 0.000
H -4.52 -2.42 -0.55 0.000
H -4.13 -4.30 -2.17 0.000
H -3.37 -5.08 -0.79 0.000
H -2.03 -4.51 -3.47 0.000
H -2.50 -6.09 -2.87 0.000
H -0.05 -5.52 -2.46 0.000
H -0.95 -5.98 -1.02 0.000
H 1.53 -4.00 -1.71 0.000
H 1.18 -4.50 -0.05 0.000
H 1.09 -2.79 -0.50 0.000
C 2.27 2.81 1.88 0.002
C 0.79 2.90 1.76 0.009
C 0.09 4.11 2.24 -0.001
O 0.11 1.99 1.25 -0.004
H 2.62 3.32 2.77 0.000
H 2.73 3.31 1.02 0.001
H 2.59 1.77 1.87 0.000
H 0.54 4.52 3.14 0.000
H -0.98 3.94 2.36 0.000
H 0.19 4.87 1.45 0.001
```